[1]
{
  "formula": "C17H18BrNO4",
  "method": "ωB97M-V/def2-TZVPD",
  "spin_multiplicity": 1,
  "homo_lumo_gap_ha": 0.3110,
  "elements": ["C", "H", "O", "C", "C", "C", "C", "C", "C", "O", "C", "H", "H", "C", "O", "N", "C", "C", "C", "C", "C", "C", "C", "H", "H", "H", "H", "H", "H", "H", "H", "H", "Br", "C", "O", "H", "H", "H", "H", "H", "H"],
  "positions_angstrom": [[2.61922, -3.97492, -0.08745], [2.03710, -4.82063, -0.30729], [1.91298, -2.73488, -0.20526], [2.38996, -1.63415, -0.05271], [3.72944, -1.59308, -0.03797], [4.23104, -0.24696, 0.28126], [3.35176, 0.81115, 0.35848], [2.05122, 0.81097, -0.04765], [1.44303, -0.44364, -0.12345], [0.17791, -0.50859, -0.17501], [-0.69022, -1.40407, 0.18240], [-0.65781, -2.27811, -0.71269], [-0.28434, -2.22480, 0.99976], [-2.09561, -1.14726, 0.34186], [-2.92856, -2.09604, 0.50920], [-2.44017, 0.02648, 0.14616], [-3.54800, 0.59429, 0.07944], [-4.82567, 0.07331, 0.39992], [-5.86400, 0.95494, 0.24850], [-5.98595, 2.24557, 0.13278], [-4.80256, 2.81983, -0.36492], [-3.67684, 2.22146, -0.11855], [-2.27640, 2.94795, -0.53167], [-2.52573, 3.93375, -0.61942], [-1.58075, 2.94799, 0.01158], [-1.70375, 2.42555, -1.47584], [-4.73656, 3.69541, -0.50715], [-6.83799, 2.92713, -0.02325], [-6.97743, 0.31241, 0.65202], [-4.75534, -0.96386, 0.62095], [-1.54509, 0.71452, -0.28411], [1.39435, 1.62806, -0.06932], [4.17096, 2.75007, 0.33100], [5.76324, -0.14276, 0.31717], [6.34334, 0.35620, -0.85653], [6.13825, 1.53230, -0.99729], [6.05731, 0.67584, 0.99346], [6.23491, -0.96693, 0.81746], [4.34260, -2.22611, 0.13666], [3.17183, -3.83377, -0.90132], [3.17834, -4.16465, 0.93881]]
}


[2]
{
  "formula": "C24H64O8",
  "method": "ωB97M-V/def2-TZVPD",
  "smiles": "CC(C)O.CC(C)O.CC(C)O.CC(C)O.CC(C)O.CC(C)O.CC(C)O.CC(C)O",
  "spin_multiplicity": 1,
  "homo_lumo_gap_ha": 0.3711,
  "elements": ["C", "C", "C", "O", "H", "H", "H", "H", "H", "H", "H", "H", "C", "C", "C", "O", "H", "H", "H", "H", "H", "H", "H", "H", "C", "C", "C", "O", "H", "H", "H", "H", "H", "H", "H", "H", "C", "C", "C", "O", "H", "H", "H", "H", "H", "H", "H", "H", "C", "C", "C", "O", "H", "H", "H", "H", "H", "H", "H", "H", "C", "C", "C", "O", "H", "H", "H", "H", "H", "H", "H", "H", "C", "C", "C", "O", "H", "H", "H", "H", "H", "H", "H", "H", "C", "C", "C", "O", "H", "H", "H", "H", "H", "H", "H", "H"],
  "positions_angstrom": [[17.83621, 22.40390, -7.62898], [16.64791, 23.35222, -7.80798], [15.24652, 22.73386, -7.67984], [16.63981, 24.46984, -6.93251], [18.79668, 22.90381, -7.56652], [17.77665, 21.78535, -8.53103], [17.65570, 21.65973, -6.84878], [16.75233, 23.70357, -8.84189], [14.79902, 22.68455, -6.69935], [15.15964, 21.81912, -8.28518], [14.67021, 23.34470, -8.38759], [16.48772, 25.29625, -7.42264], [16.22223, 23.68913, -2.59050], [16.84928, 25.00266, -2.96207], [18.35235, 24.83924, -3.22078], [16.18371, 25.56529, -4.09176], [16.23849, 23.09639, -3.51281], [15.16494, 23.75653, -2.32848], [16.67858, 23.07171, -1.81658], [16.77936, 25.77430, -2.19389], [18.82101, 25.74573, -3.60398], [18.58089, 23.99285, -3.87010], [18.80975, 24.68685, -2.23847], [16.44238, 25.07222, -4.88423], [23.20202, 25.21090, -7.00237], [22.54400, 23.83024, -6.96406], [21.49031, 23.77671, -5.85868], [21.87210, 23.52152, -8.20882], [24.28794, 25.07720, -6.95588], [22.92467, 25.78229, -6.12212], [23.06513, 25.67899, -7.97558], [23.30318, 23.06342, -6.78923], [21.02114, 22.78144, -5.81592], [20.61609, 24.42594, -5.96757], [21.83094, 23.93386, -4.83178], [21.08683, 23.04521, -7.92661], [17.93512, 20.67934, -3.45958], [19.26349, 20.23222, -2.89432], [19.64460, 21.10698, -1.67541], [19.15075, 18.88738, -2.46336], [17.66302, 20.07157, -4.32424], [17.91672, 21.74980, -3.62946], [17.13707, 20.48146, -2.73596], [20.03933, 20.38467, -3.65148], [18.83652, 21.16801, -0.95233], [20.09286, 22.04661, -2.00695], [20.50109, 20.63414, -1.17964], [20.00755, 18.57163, -2.16517], [10.67201, 23.99016, -3.74635], [12.17241, 23.86467, -3.60583], [12.86246, 23.62544, -4.96688], [12.71417, 25.08575, -3.09412], [10.22277, 24.78352, -4.34954], [10.16958, 24.12475, -2.78149], [10.26444, 23.05902, -4.15296], [12.32667, 23.01310, -2.93283], [13.93609, 23.45920, -4.82249], [12.84704, 24.51086, -5.60794], [12.48188, 22.79712, -5.56771], [13.54939, 25.24507, -3.54675], [13.28563, 24.54253, 0.03354], [11.78325, 24.75672, 0.18893], [11.36575, 24.88053, 1.63430], [11.45442, 26.00936, -0.42692], [13.85446, 25.41420, 0.36942], [13.60928, 24.35044, -0.98356], [13.68719, 23.78187, 0.71299], [11.09473, 24.01745, -0.23300], [11.68631, 24.12625, 2.35686], [10.28060, 24.95241, 1.72487], [11.78104, 25.79018, 2.08506], [11.51920, 25.91620, -1.38660], [20.02170, 27.98469, -0.18510], [21.10371, 28.73988, -0.96591], [21.61773, 29.89502, -0.09107], [22.17363, 27.80954, -1.15351], [19.07108, 28.51273, -0.09147], [20.39745, 27.69744, 0.79428], [19.76435, 27.08932, -0.75713], [20.69906, 29.04928, -1.93163], [22.56036, 30.35472, -0.38693], [21.68357, 29.51891, 0.93152], [20.93045, 30.74282, 0.01453], [22.53031, 27.97213, -2.03151], [14.27872, 27.14664, -7.10444], [14.71709, 27.28955, -8.54399], [14.95578, 28.75377, -8.95751], [15.93383, 26.53836, -8.67770], [13.95189, 26.10555, -7.00665], [13.47241, 27.81707, -6.82400], [15.12219, 27.21895, -6.41557], [13.99912, 26.84224, -9.24189], [14.07960, 29.31506, -8.62927], [15.02822, 28.85035, -10.03970], [15.84514, 29.08471, -8.42409], [16.19717, 26.48917, -9.60131]]
}


Going through the records in order, we get relative energy (zero: lowest compared OMol25 entry of this formula, charge and spin) values of 14.402 2.192 eV.
Going through the records in order, we get E values of -97629.41873 -42304.36617 eV.